18
Properties=species:S:1:pos:R:3:forces:R:3 method="wB97M-V/def2-TZVPD" orbital_gap_ha="0.28815 / 0.26415" total_charge=0 multiplicity=2 homo_ev="-9.88 / -10.02" largest_force_ha_per_bohr=0.0420
Cu -1.165250 -1.747250 -0.160554 0.3 -0.7 -0.4
N 0.439807 1.289054 0.417703 -0.5 -0.9 0.1
S -0.018761 0.465230 1.673576 -0.3 1.3 0.9
O -0.503089 1.326892 2.735271 0.6 -1.4 -1.5
O -0.877234 -0.722136 1.354213 0.1 0.7 0.5
C 1.526171 -0.350542 2.337624 -0.5 0.5 -0.1
F 2.382672 0.580545 2.705719 0.1 0.1 0.0
F 2.064595 -1.101030 1.393768 0.1 -0.3 -0.3
F 1.204664 -1.099102 3.374584 -0.1 -0.2 0.3
S 0.456537 0.675010 -1.095872 1.5 0.5 -1.2
O 1.645800 1.174972 -1.813587 -1.4 -0.8 0.9
C -0.960211 1.675295 -1.804806 0.6 0.1 -0.2
F -2.089476 1.333734 -1.208043 -0.5 -0.2 0.3
F -0.745202 2.967200 -1.645034 0.0 0.1 0.1
F -1.046466 1.406406 -3.098079 -0.1 -0.1 -0.1
O -0.846350 -3.138062 -1.358063 0.2 0.2 0.0
H -1.358151 -3.278730 -2.160845 -0.2 0.3 -0.1
O -0.110059 -1.457484 -1.647573 0.0 0.9 0.8

---

7
Properties=species:S:1:pos:R:3:forces:R:3 method="wB97M-V/def2-TZVPD" orbital_gap_ha=0.31217 e_above_lowest_ev=2.394 total_charge=0 homo_ev=-9.78 largest_force_ha_per_bohr=0.1026 smiles="O=PC=C(F)F"
O 1.329586 2.505699 -0.428913 0.6 1.0 0.6
P 0.716593 1.478852 -1.240190 -1.7 -2.9 1.3
C -0.071997 0.113847 0.315191 1.9 3.0 -3.9
C -0.568668 -1.049998 0.109179 -0.9 -2.0 1.2
F -1.022707 -1.865676 1.097313 0.4 0.4 -0.9
F -0.719319 -1.648861 -1.043653 -0.4 -0.2 -0.4
H 0.336513 0.466137 1.191072 0.1 0.6 2.2

---

14
Properties=species:S:1:pos:R:3:forces:R:3 method="wB97M-V/def2-TZVPD" orbital_gap_ha=0.31720 e_above_lowest_ev=3.123 total_charge=-1 homo_ev=-6.18 largest_force_ha_per_bohr=0.0969
C -0.069268 0.345868 -0.332886 1.6 4.6 1.0
C 1.547869 -0.582073 1.213703 3.2 1.0 1.2
N -0.006221 -0.480033 -1.487285 -0.2 -2.6 -3.4
O -0.027993 -0.054566 -2.651985 0.3 0.8 1.9
O -2.311384 -0.667368 0.156147 -0.6 -0.9 0.8
O -0.087252 -1.684848 -1.273960 0.5 0.4 0.4
O -2.471969 1.277738 -1.244698 0.6 0.0 0.5
O -1.986734 1.573422 1.100660 0.3 1.1 2.0
O 0.338261 -0.343064 0.826220 -1.5 0.3 -1.9
F 2.361043 -1.544376 0.657942 -1.6 0.5 -0.2
F 1.426831 -0.889854 2.498190 0.3 -0.5 0.6
F 2.368848 0.537751 1.164734 -0.7 -0.5 -0.2
S -1.965304 0.707241 -0.007571 0.0 -0.3 -3.3
H 0.883270 1.804162 -0.619210 -2.4 -3.8 0.7

---

8
Properties=species:S:1:pos:R:3:forces:R:3 method="wB97M-V/def2-TZVPD" orbital_gap_ha=0.38862 e_above_lowest_ev=0.561 total_charge=0 homo_ev=-10.80 largest_force_ha_per_bohr=0.0965 smiles=N#CC(F)(F)PF
N -2.099257 -0.998040 1.065265 -1.1 0.0 0.5
C -1.016788 -0.706889 0.857242 3.7 0.0 -1.7
C 0.504100 -0.512630 0.107801 -4.0 1.4 2.5
F 1.416390 -1.042641 0.894556 0.7 -0.2 0.4
F 0.410400 -1.186459 -0.987007 0.2 -0.9 -1.7
P 0.706782 1.382784 -0.139958 -0.2 0.1 -0.7
F 0.784446 1.337292 -1.760478 0.0 0.1 0.7
H -0.706072 1.726583 -0.037421 0.8 -0.5 -0.1

---

9
Properties=species:S:1:pos:R:3:forces:R:3 method="wB97M-V/def2-TZVPD" orbital_gap_ha="0.35876 / 0.33937" e_above_lowest_ev=4.784 total_charge=0 homo_ev="-10.76 / -10.18" largest_force_ha_per_bohr=0.0730
C -1.470790 0.478913 -0.016469 -0.5 2.6 1.9
C -0.287419 -0.470292 -0.015658 0.5 -1.0 -0.3
N 2.130132 -0.396978 0.179269 -3.3 -1.7 0.7
O 0.920540 0.127795 -0.349977 1.3 0.6 -0.3
F -1.589725 1.375399 -0.982180 0.3 -0.9 -0.1
F -1.684375 1.164385 1.163251 0.5 -1.4 -1.3
F -0.179808 -1.092051 1.144072 -0.3 -0.1 0.5
F -0.651482 -1.405324 -0.951040 0.7 0.3 0.1
H 2.812930 0.218150 -0.171271 0.8 1.6 -1.0

---

14
Properties=species:S:1:pos:R:3:forces:R:3 method="wB97M-V/def2-TZVPD" orbital_gap_ha=0.35789 e_above_lowest_ev=0.000 total_charge=0 homo_ev=-10.67 largest_force_ha_per_bohr=0.0804
C 1.958461 -0.348537 -2.374082 0.3 0.8 1.4
C -2.182997 -0.156244 1.269968 0.4 0.1 0.8
N 0.373507 0.988495 0.719297 -2.4 3.4 0.2
N 1.164639 -0.064814 0.951161 -0.8 0.0 1.9
O 2.288981 0.184979 0.694829 2.6 -0.8 -0.8
O 0.731080 -0.979767 1.613400 -0.2 -0.9 -0.4
O 1.045839 -0.035358 -1.697868 -0.2 -0.2 0.6
F 1.733248 -0.471873 -3.654855 0.9 -0.5 -1.5
F -1.716076 1.376141 -0.677397 0.3 0.3 0.5
F -3.450859 0.170357 1.049068 0.1 0.2 0.4
F -1.975095 -1.325229 0.691213 0.5 0.7 -0.4
F -1.913806 -0.297596 2.579975 -0.6 0.1 -0.1
S -1.083836 1.421209 0.842811 0.4 -2.9 -1.7
H 3.026913 -0.461764 -2.007521 -1.1 -0.2 -0.8

---

13
Properties=species:S:1:pos:R:3:forces:R:3 method="wB97M-V/def2-TZVPD" orbital_gap_ha=0.43318 e_above_lowest_ev=0.484 total_charge=0 homo_ev=-11.65 largest_force_ha_per_bohr=0.1022 smiles="O=C(F)NC(F)(N(F)F)N(F)F"
O 0.990264 1.145497 -1.140978 0.9 0.4 0.7
C 0.977696 1.182401 0.034683 0.7 0.8 2.7
F 2.003901 1.733750 0.905401 -0.9 -0.6 -2.0
N 0.073574 0.713511 0.952546 -4.6 -1.1 -2.3
C -1.467900 0.395257 0.089828 3.1 -1.5 4.0
F -1.160210 0.014349 -1.090808 -0.6 0.0 -1.0
N -2.130018 -0.702214 0.935474 0.0 0.9 0.6
F -1.433575 -1.887453 0.896729 0.3 0.8 -0.6
F -3.297142 -1.020314 0.270459 0.1 0.3 -0.3
N -2.168465 1.657371 0.153416 1.0 1.1 -1.8
F -3.192564 1.666448 -0.772072 -0.1 -0.4 0.5
F -2.714007 1.863172 1.362822 -0.5 -0.5 0.5
H -0.098150 1.121664 1.885162 0.6 -0.1 -1.0

---

7
Properties=species:S:1:pos:R:3:forces:R:3 method="wB97M-V/def2-TZVPD" orbital_gap_ha=0.28082 e_above_lowest_ev=1.781 total_charge=-1 homo_ev=-4.56 largest_force_ha_per_bohr=0.0875
C 0.255878 1.081943 -0.342608 -1.8 -2.5 -0.7
C 0.017863 -0.446227 0.295978 1.5 -3.4 -2.6
O 0.982349 1.639604 0.415309 2.2 2.2 1.6
O -0.378088 1.325470 -1.361239 0.1 0.0 -0.2
F 0.274036 -0.582427 1.603825 0.1 0.1 -0.1
I -1.880760 -1.287597 -0.161409 -1.1 -0.1 0.1
H 0.728725 -1.730764 -0.449856 -1.0 3.6 1.9

---

7
Properties=species:S:1:pos:R:3:forces:R:3 method="wB97M-V/def2-TZVPD" orbital_gap_ha="0.31912 / 0.31904" e_above_lowest_ev=0.000 total_charge=+1 homo_ev="-14.17 / -14.17" largest_force_ha_per_bohr=0.1404
H -1.658315 -1.109110 0.803614 1.0 3.8 1.2
Li 2.189638 -1.782370 -0.672892 0.9 -0.8 -0.3
C -1.332508 -0.341418 -0.118314 -0.4 -5.1 5.1
C 0.122013 0.066002 -0.128636 -0.9 2.2 -1.7
O 1.076472 -0.649230 -0.152176 -0.5 0.1 0.6
O -1.894019 -1.234600 -0.710624 -0.3 0.4 -5.1
F 0.256404 1.370217 -0.035322 0.2 -0.6 0.3

---

7
Properties=species:S:1:pos:R:3:forces:R:3 method="wB97M-V/def2-TZVPD" orbital_gap_ha=0.35637 e_above_lowest_ev=4.391 total_charge=0 homo_ev=-9.99 largest_force_ha_per_bohr=0.0671 smiles=[O-][N+]#CF.C#N
O 1.198781 -1.693576 -1.475775 0.2 -1.1 -0.3
N 0.927830 -0.553406 -1.279709 -0.6 3.1 1.4
C 0.684862 0.480445 -0.713247 0.8 -2.6 -1.3
F 0.435733 1.712909 -0.945952 -0.1 0.5 -0.2
C -0.900097 -0.042352 1.387072 -1.1 1.4 0.5
N -1.123938 1.079849 1.382877 0.5 0.8 -0.2
H -1.223171 -0.983869 1.644733 0.3 -2.2 0.1

---

7
Properties=species:S:1:pos:R:3:forces:R:3 method="wB97M-V/def2-TZVPD" orbital_gap_ha=0.34975 e_above_lowest_ev=0.447 total_charge=-1 homo_ev=-4.98 largest_force_ha_per_bohr=0.0855 smiles="O=C([O-])/C=N/F"
O 0.562185 1.927784 -0.964073 -0.4 0.8 -0.2
C 0.851134 0.787448 -0.650616 -2.7 1.4 1.4
O 1.759410 0.056691 -0.876415 2.4 -2.2 -0.4
C -0.226597 0.008913 0.390339 -2.2 -3.8 0.6
N -1.274154 -0.626369 -0.136397 3.1 1.9 1.1
F -1.735148 -1.716790 0.748023 0.2 0.6 0.1
H 0.063170 -0.437679 1.489139 -0.4 1.3 -2.6

---

6
Properties=species:S:1:pos:R:3:forces:R:3 method="wB97M-V/def2-TZVPD" orbital_gap_ha=0.34342 e_above_lowest_ev=3.024 total_charge=0 homo_ev=-9.06 largest_force_ha_per_bohr=0.0336
C 1.382163 0.113696 -0.039241 0.4 0.4 -0.5
C -1.333059 -0.119224 -0.462970 -1.5 0.8 -0.2
O 0.590718 -0.576338 -0.511074 0.1 -1.3 -0.4
O 2.176553 0.840654 0.335871 1.0 0.9 0.9
F -1.536828 -1.022452 0.456448 -0.6 -1.5 0.6
H -1.279546 0.763662 0.220967 0.6 0.6 -0.4

---

7
Properties=species:S:1:pos:R:3:forces:R:3 method="wB97M-V/def2-TZVPD" orbital_gap_ha="0.29156 / 0.20398" e_above_lowest_ev=8.197 total_charge=+3 multiplicity=6 homo_ev="-23.37 / -24.07" largest_force_ha_per_bohr=0.0924
O 0.598032 0.701521 1.123019 -2.0 -0.3 -1.5
H 0.293662 1.214334 1.908786 0.5 0.3 0.3
O -0.466546 -0.561949 -0.508381 0.3 0.3 -2.9
O 0.507738 -0.012080 -1.340321 -0.7 -0.4 -1.3
C -0.437005 -0.013997 0.650003 2.7 0.0 3.9
C -0.816495 -0.742508 1.820858 -1.1 0.0 0.7
Ho 0.320615 -0.585321 -3.653964 0.4 0.1 0.7

---

8
Properties=species:S:1:pos:R:3:forces:R:3 method="wB97M-V/def2-TZVPD" orbital_gap_ha=0.27020 e_above_lowest_ev=2.662 total_charge=0 homo_ev=-8.45 largest_force_ha_per_bohr=0.1146 smiles="[S-][N+]#CI.N=C=O"
S -2.261452 1.743795 0.539128 -1.3 1.0 1.4
N -1.661195 1.211262 -0.782311 3.3 -2.3 -2.0
C -0.880345 0.653730 -1.504113 -1.9 0.9 0.0
I -0.585708 -0.308325 -3.281589 -0.1 0.4 0.7
N 0.667588 -0.709439 1.400428 -3.9 -1.9 3.9
C 1.786847 -0.713391 1.015155 1.9 0.1 -1.9
O 2.769766 -0.608636 0.386179 0.0 -0.1 0.7
H 0.164500 -1.268997 2.227124 1.9 1.9 -2.8

---

7
Properties=species:S:1:pos:R:3:forces:R:3 method="wB97M-V/def2-TZVPD" orbital_gap_ha="0.30986 / 0.26555" e_above_lowest_ev=1.925 total_charge=+2 homo_ev="-21.63 / -21.79" largest_force_ha_per_bohr=0.1233
O 0.370697 0.659351 -0.922021 -0.9 -1.0 -1.0
O 0.774951 -1.690961 0.170363 -6.1 -1.7 0.2
O -1.135207 0.810201 0.662062 -1.4 -2.1 -1.5
C -0.449349 -1.441102 0.036543 5.4 0.6 -0.2
C -0.546674 0.127624 -0.287680 0.9 2.5 2.8
In 2.203083 -0.214612 -0.083040 2.1 1.0 -0.5
H -1.217498 1.749499 0.423775 0.1 0.7 0.2

---

7
Properties=species:S:1:pos:R:3:forces:R:3 method="wB97M-V/def2-TZVPD" orbital_gap_ha="0.24597 / 0.37424" total_charge=+3 multiplicity=2 homo_ev="-26.28 / -29.80" largest_force_ha_per_bohr=0.1830
O 0.178284 -0.758104 1.238022 0.6 0.3 -1.6
O -0.662422 2.367090 0.918825 0.4 -5.0 -2.7
O 0.122439 -0.539521 -0.808270 0.1 3.6 3.8
C -0.406196 1.339990 0.467193 0.1 8.4 4.3
C 0.308869 0.117707 0.301398 -3.6 -6.9 0.1
In 0.464225 -0.923970 -2.554815 1.4 -1.7 -7.6
H -0.005202 -1.603192 0.437645 0.9 1.3 3.8

---

8
Properties=species:S:1:pos:R:3:forces:R:3 method="wB97M-V/def2-TZVPD" orbital_gap_ha="0.14625 / 0.24675" e_above_lowest_ev=0.000 total_charge=0 multiplicity=2 homo_ev="-4.66 / -7.48" largest_force_ha_per_bohr=0.0238
O 1.641844 0.875447 -0.054861 -0.1 -0.5 0.1
C 0.826972 -0.119319 0.051415 -0.1 0.2 0.1
O -1.160682 1.179547 0.112200 0.2 -0.6 0.0
C -0.630626 0.022105 0.095320 0.3 0.8 -0.3
O -1.342903 -1.058658 0.059926 0.0 -1.2 0.0
K 0.461579 3.012630 -0.212341 -0.1 0.1 0.0
H 1.224002 -1.149258 0.164282 0.0 0.1 -0.1
Li -1.020189 -2.762492 -0.215942 -0.1 1.0 0.1

---

7
Properties=species:S:1:pos:R:3:forces:R:3 method="wB97M-V/def2-TZVPD" orbital_gap_ha="0.21932 / 0.21938" e_above_lowest_ev=0.000 total_charge=+3 homo_ev="-23.24 / -23.24" largest_force_ha_per_bohr=0.1376
O 1.526479 -0.679499 -0.144113 0.5 3.6 1.4
C 1.485365 -1.987226 0.075568 2.1 -0.3 1.9
Sc 2.026583 0.673110 1.126354 0.4 -0.6 -0.7
Li -0.039893 -0.712090 -1.078881 -1.6 0.8 -1.7
H 2.237055 -2.371351 0.750116 0.0 -0.9 -0.2
C 0.454462 -2.648787 -0.397696 -4.8 -4.6 -2.4
O -0.482358 -3.160688 -0.893772 3.4 2.0 1.8

---

10
Properties=species:S:1:pos:R:3:forces:R:3 method="wB97M-V/def2-TZVPD" orbital_gap_ha=0.30368 e_above_lowest_ev=3.988 total_charge=-1 homo_ev=-5.24 largest_force_ha_per_bohr=0.0773
C -0.408126 1.570398 -1.670648 0.3 1.2 -2.3
C 0.392950 -0.138283 0.064177 -0.4 -0.3 0.8
N 0.045530 0.784338 0.757803 1.2 -3.4 -1.2
N -0.363082 1.916526 0.885410 -1.1 3.1 2.2
O 1.168175 -2.834594 -0.141303 -1.2 1.4 0.2
O 0.993556 -1.642877 1.994849 -1.4 -0.5 -2.2
O -1.091465 -2.347994 0.769587 1.7 1.0 -0.4
S -0.728153 2.677885 -0.560378 0.2 -0.5 -1.8
S 0.329456 -1.968990 0.693520 1.1 -1.1 2.1
H -0.338841 1.983592 -2.793017 -0.5 -0.9 2.6

---

8
Properties=species:S:1:pos:R:3:forces:R:3 method="wB97M-V/def2-TZVPD" orbital_gap_ha=0.34290 e_above_lowest_ev=5.038 total_charge=0 homo_ev=-10.83 largest_force_ha_per_bohr=0.1045 smiles="O=c1nnnco1"
O 2.463226 -0.245455 -0.341356 -4.8 1.9 0.6
C 1.267793 -0.128307 -0.072351 1.0 -1.6 2.0
N 0.478470 -1.287220 0.309374 -3.8 -1.3 -0.6
N -0.825663 -1.425621 0.196541 4.6 2.3 -1.5
N -1.514510 -0.288555 -0.479402 2.3 -0.8 1.5
C -0.860890 0.776118 -0.162392 0.2 -0.3 2.1
O 0.395949 0.950222 0.487633 1.1 -1.7 -3.3
H -1.404377 1.648815 0.061953 -0.6 1.4 -0.8